Density functional theory data (ωB97M-V/def2-TZVPD) for a structure of composition C29H30HfN3O4S2.

Atoms and positions in Å:
1 Hf -0.889 0.665 -0.604
2 C -3.035 1.855 -1.906
3 C -2.184 2.823 -1.347
4 C -2.467 3.344 -0.084
5 C -3.597 2.920 0.605
6 C -4.427 1.956 0.056
7 C -4.139 1.410 -1.189
8 H -2.865 1.462 -2.901
9 H -1.350 3.223 -1.920
10 H -1.811 4.087 0.346
11 H -3.824 3.343 1.575
12 H -5.292 1.610 0.605
13 H -4.781 0.645 -1.604
14 C -0.860 2.147 7.305
15 C -0.443 1.940 5.879
16 C -1.339 2.158 4.832
17 C -0.958 1.956 3.518
18 C 0.341 1.532 3.255
19 C 1.255 1.309 4.273
20 C 0.852 1.517 5.580
21 S 0.799 1.245 1.592
22 O 2.201 1.433 1.406
23 O -0.058 2.153 0.743
24 N 0.240 -0.174 1.090
25 C -0.535 -1.048 1.973
26 C -1.964 -1.121 1.434
27 O -2.660 -2.076 1.652
28 O -2.294 -0.068 0.693
29 H -1.815 2.665 7.367
30 H -0.111 2.726 7.845
31 H -0.963 1.188 7.814
32 H -2.345 2.492 5.049
33 H -1.651 2.120 2.703
34 H 2.262 0.998 4.032
35 H 1.558 1.355 6.384
36 H -0.571 -0.680 3.001
37 H -0.113 -2.052 2.011
38 C 4.569 -1.378 -2.404
39 C 3.828 -1.442 -1.208
40 C 2.609 -0.828 -1.106
41 C 2.051 -0.107 -2.194
42 C 0.753 0.515 -2.118
43 C 0.297 1.140 -3.273
44 C 1.042 1.191 -4.471
45 C 2.266 0.596 -4.536
46 C 2.801 -0.067 -3.405
47 C 4.062 -0.707 -3.479
48 H 5.535 -1.862 -2.466
49 H 4.244 -1.970 -0.359
50 H 2.052 -0.877 -0.188
51 H -0.687 1.606 -3.314
52 H 0.636 1.702 -5.334
53 H 2.837 0.624 -5.455
54 H 4.616 -0.657 -4.409
55 S -2.015 -1.217 -2.115
56 C -0.665 -2.300 -2.145
57 N -0.399 -3.047 -1.079
58 C 0.717 -3.994 -1.020
59 C 1.026 -4.496 -2.423
60 C 1.219 -3.317 -3.362
61 N 0.077 -2.414 -3.231
62 H -1.085 -3.040 -0.340
63 H 0.424 -4.820 -0.376
64 H 1.584 -3.494 -0.589
65 H 0.201 -5.119 -2.774
66 H 1.929 -5.104 -2.403
67 H 1.263 -3.657 -4.395
68 H 2.139 -2.778 -3.126
69 H -0.098 -1.739 -3.962

The calculation puts the molar mass at 727.20 g mol⁻¹. The HOMO-LUMO gap comes out at 7.16 eV. Its total charge is +1. The HOMO energy is -10.65 eV. The relative energy (zero: lowest compared OMol25 entry of this formula, charge and spin) is 0.447 eV. The total energy is -2432.63947 Eh.

---

Density functional theory data (ωB97M-V/def2-TZVPD) for a structure of composition C29H30N5O4PS2SeTi in a non-equilibrium geometry.

Atoms and positions in Å:
1 Ti 11.711 -3.489 15.505
2 C 11.581 -2.708 19.034
3 O 10.870 -2.789 17.773
4 C 9.546 -2.781 17.784
5 C 8.729 -2.598 18.911
6 C 7.368 -2.550 18.847
7 C 6.792 -2.546 17.628
8 C 7.554 -2.887 16.474
9 C 8.946 -2.994 16.484
10 N 9.759 -3.191 15.405
11 N 9.240 -2.766 14.247
12 C 9.925 -2.066 13.380
13 C 11.321 -1.686 13.476
14 O 12.099 -1.961 14.557
15 C 11.940 -1.080 12.423
16 C 11.233 -0.531 11.415
17 C 9.866 -0.772 11.301
18 C 9.125 0.058 10.398
19 C 7.775 0.017 10.363
20 C 7.113 -0.803 11.292
21 C 7.808 -1.546 12.266
22 C 9.222 -1.492 12.292
23 H 12.674 -2.643 18.873
24 H 11.196 -1.937 19.758
25 H 11.500 -3.745 19.404
26 H 9.163 -2.576 19.917
27 H 6.737 -2.391 19.740
28 H 5.739 -2.386 17.508
29 H 7.216 -2.906 15.426
30 H 13.000 -0.841 12.465
31 H 11.737 0.162 10.650
32 H 9.647 0.761 9.632
33 H 7.167 0.635 9.541
34 H 6.043 -0.749 11.180
35 H 7.245 -2.298 12.826
36 Se 12.071 -4.897 13.746
37 N 17.879 -7.501 13.937
38 C 17.408 -6.269 14.531
39 C 16.377 -5.512 13.934
40 C 15.822 -4.440 14.613
41 C 16.216 -4.055 15.924
42 C 17.264 -4.743 16.474
43 C 17.878 -5.845 15.829
44 S 15.139 -2.924 16.786
45 O 15.003 -1.674 16.106
46 O 15.684 -2.932 18.099
47 N 13.701 -3.620 16.624
48 C 13.285 -4.688 17.401
49 S 14.158 -5.454 18.684
50 C 12.816 -6.580 18.818
51 C 11.842 -6.286 17.918
52 N 12.144 -5.193 17.094
53 H 17.754 -7.485 12.980
54 H 18.890 -7.589 14.193
55 H 15.976 -5.885 12.895
56 H 15.008 -3.855 14.304
57 H 17.603 -4.534 17.508
58 H 18.710 -6.306 16.219
59 H 13.009 -7.401 19.510
60 H 10.863 -6.696 17.930
61 C 12.023 1.381 15.538
62 P 11.099 0.581 16.959
63 C 10.605 2.092 17.823
64 C 9.520 0.060 16.159
65 H 11.392 1.653 14.702
66 H 12.801 0.773 15.122
67 H 12.372 2.319 15.939
68 H 9.865 2.680 17.311
69 H 11.488 2.755 17.855
70 H 10.264 1.823 18.868
71 H 9.116 0.792 15.408
72 H 8.809 -0.170 16.927
73 H 9.717 -0.926 15.653

The calculation puts the molar mass at 734.52 g mol⁻¹. The HOMO-LUMO gap (spin up / spin down) comes out at 6.05 / 6.47 eV. Its total charge is -1. The HOMO energy (spin up / spin down) is -3.68 / -4.46 eV. The relative energy (zero: lowest compared OMol25 entry of this formula, charge and spin) is 2.433 eV. Its multiplicity is 2. The total energy is -6086.51437 Eh.

---

Density functional theory data (ωB97M-V/def2-TZVPD) for a structure of composition C29H30N7Ni.

Atoms and positions in Å:
1 Ni -0.001 -0.311 -0.399
2 C -1.013 2.268 0.861
3 C -2.062 1.869 -0.169
4 N -2.110 0.410 -0.338
5 C -2.839 -0.301 0.721
6 C -1.932 -0.762 1.837
7 C -2.421 -1.175 3.065
8 C -1.522 -1.641 4.012
9 C -0.170 -1.671 3.710
10 C 0.240 -1.245 2.455
11 C 1.687 -1.301 2.025
12 N 1.972 -0.477 0.845
13 C 2.465 0.868 1.154
14 C 1.293 1.762 1.539
15 N 0.293 1.732 0.468
16 N -0.633 -0.811 1.555
17 H -1.270 1.836 1.830
18 H -1.004 3.356 0.978
19 H -1.791 2.305 -1.131
20 H -3.036 2.275 0.124
21 H -2.557 0.205 -1.223
22 H -3.292 -1.192 0.282
23 H -3.648 0.313 1.132
24 H -3.482 -1.130 3.274
25 H -1.873 -1.983 4.977
26 H 0.560 -2.016 4.431
27 H 1.911 -2.342 1.785
28 H 2.321 -1.013 2.871
29 H 2.643 -0.966 0.267
30 H 2.950 1.267 0.260
31 H 3.203 0.860 1.963
32 H 1.643 2.776 1.752
33 H 0.824 1.381 2.448
34 H 0.654 2.259 -0.324
35 C 0.315 -2.192 -0.857
36 C 0.792 -3.164 -1.418
37 C 1.385 -4.262 -2.120
38 C 1.068 -5.591 -1.828
39 C 1.669 -6.621 -2.532
40 C 2.590 -6.344 -3.532
41 C 2.905 -5.026 -3.836
42 C 2.309 -3.990 -3.138
43 H 0.346 -5.797 -1.049
44 H 1.420 -7.648 -2.299
45 H 3.064 -7.152 -4.074
46 H 3.622 -4.808 -4.617
47 H 2.545 -2.958 -3.365
48 N -2.926 5.569 -9.139
49 C -2.544 4.837 -8.340
50 C -2.077 3.910 -7.353
51 C -1.489 2.713 -7.760
52 C -1.058 1.799 -6.818
53 C -1.227 2.068 -5.464
54 C -1.798 3.267 -5.057
55 C -2.216 4.190 -5.996
56 N -0.835 1.099 -4.503
57 C -0.950 -0.267 -4.653
58 C -0.536 -0.821 -3.484
59 N -0.171 0.177 -2.607
60 C -0.372 1.309 -3.247
61 H -1.366 2.505 -8.814
62 H -0.570 0.888 -7.135
63 H -1.931 3.473 -4.002
64 H -2.666 5.121 -5.681
65 H -1.331 -0.718 -5.552
66 H -0.473 -1.860 -3.216
67 H -0.136 2.296 -2.883

The calculation puts the molar mass at 535.30 g mol⁻¹. The HOMO-LUMO gap (spin up / spin down) comes out at 7.70 / 7.63 eV. Its total charge is +1. The HOMO energy (spin up / spin down) is -10.01 / -9.95 eV. The relative energy (zero: lowest compared OMol25 entry of this formula, charge and spin) is 0.057 eV. Its multiplicity is 3. The total energy is -3014.47907 Eh.